(1)
The following is a quantum chemistry calculation of 10 unconnected molecules or ions with the total composition C50H91Br2ClN13O12, from OMol25.

Geometry (Å):
C -1.8786 1.6004 -4.3606
C -1.2250 0.1982 -3.8788
Br -1.5583 -1.3746 -5.0391
C -0.4534 0.1487 -2.6698
Br 0.3958 -1.5371 -2.1034
C -0.3449 1.5377 -1.8597
C 0.7525 2.5737 -2.3075
C 1.7506 2.3087 -3.5357
O 2.1969 1.1599 -3.8199
O 2.1699 3.4356 -4.2877
C 1.9241 3.2748 -5.7127
C 3.3065 3.7234 -6.4596
C 4.4166 2.6337 -6.0478
Cl 3.8052 5.3052 -5.5980
C 0.8176 3.8999 -1.4733
C 1.8848 5.0769 -1.7192
C -0.2039 4.1054 -0.3326
N -1.2329 3.1225 0.0153
C -2.1566 3.5382 1.1303
C -3.4474 4.3648 0.5684
N -4.3857 3.5050 -0.2002
N -3.0607 5.5003 -0.3446
N -4.1658 5.0106 1.7366
C -1.3454 1.8376 -0.6765
C -2.4792 0.8009 -0.2585
C -1.9537 -0.4856 0.5362
O -2.0838 -1.6188 -0.0318
C -1.3263 -0.4895 1.9880
C -1.8509 0.3886 3.1857
C -1.2080 0.3513 4.6125
C 0.0164 -0.5659 4.9424
C 0.5389 -1.4733 3.7833
C -0.1153 -1.4414 2.3332
H -1.0674 2.2850 -4.8232
H -2.3940 2.1679 -3.5139
H -2.6419 1.3461 -5.1688
H 1.1332 4.0443 -6.0587
H 1.5701 2.2367 -6.0253
H 3.1730 3.8726 -7.5811
H 4.8273 2.9293 -5.0098
H 5.3018 2.5891 -6.7893
H 3.8897 1.6215 -5.9473
H 1.8496 5.8806 -0.9089
H 1.6637 5.5613 -2.7459
H 2.9096 4.5726 -1.8247
H -0.1562 5.0866 0.2678
H -2.5092 2.6288 1.7206
H -1.6148 4.2221 1.8817
H -5.2817 3.3638 0.2825
H -4.5079 3.8305 -1.1665
H -2.7212 5.0393 -1.2187
H -2.2157 5.9908 0.0101
H -3.7193 5.9478 1.8028
H -5.1032 5.2300 1.3347
H -2.9755 0.4388 -1.2389
H -3.3302 1.2580 0.3632
H -2.7369 1.0947 3.0620
H -1.5879 0.9989 5.4865
H 0.4723 -0.5317 5.9983
H 1.4241 -2.1656 3.9701
H 0.3488 -2.1594 1.5600
C -1.3093 0.4233 9.4027
C -0.0905 -0.2673 8.8532
O 0.4678 0.1126 7.8288
N 0.3897 -1.3441 9.5297
C -0.1254 -1.9374 10.7445
H -1.5750 1.2620 8.7587
H -2.1517 -0.2711 9.4309
H -1.1020 0.8083 10.4035
H 1.2103 -1.7573 9.1025
H 0.6625 -1.9063 11.5005
H -0.3803 -2.9778 10.5334
H -1.0055 -1.4182 11.1187
C 7.9893 -0.1561 -9.3483
C 7.7711 1.1533 -8.6394
O 7.3210 2.1375 -9.2126
N 8.0912 1.2228 -7.3182
C 8.6294 0.1783 -6.4732
H 7.6904 -0.0610 -10.3924
H 9.0467 -0.4273 -9.3155
H 7.3824 -0.9371 -8.8848
H 7.9185 2.1311 -6.9092
H 7.9344 0.0130 -5.6469
H 9.5868 0.5195 -6.0736
H 8.7756 -0.7544 -7.0141
C -4.7828 -1.0203 5.3352
C -5.2067 0.3565 4.9044
O -4.3907 1.2220 4.5938
N -6.5362 0.6279 4.8646
C -7.6394 -0.2543 5.1903
H -3.6942 -1.0897 5.3179
H -5.1256 -1.2156 6.3537
H -5.1875 -1.7683 4.6491
H -6.7463 1.5707 4.5667
H -8.2745 -0.3475 4.3061
H -8.2152 0.2002 6.0006
H -7.3001 -1.2416 5.4973
C 5.8235 -1.8184 11.2656
C 4.3998 -1.7291 10.7867
O 3.9650 -2.4495 9.8954
N 3.5860 -0.8123 11.3757
C 3.9083 0.1207 12.4342
H 6.3491 -2.5915 10.7048
H 6.3333 -0.8663 11.1029
H 5.8460 -2.0840 12.3247
H 2.6455 -0.8102 11.0024
H 3.2446 -0.0762 13.2791
H 3.7285 1.1329 12.0657
H 4.9427 0.0331 12.7596
C -3.9235 -4.6343 2.1435
C -4.8100 -4.6248 3.3598
O -5.7325 -3.8280 3.4874
N -4.5604 -5.5389 4.3359
C -3.5275 -6.5518 4.3678
H -4.2416 -3.8522 1.4539
H -2.8886 -4.4393 2.4333
H -3.9991 -5.5969 1.6331
H -5.1943 -5.4738 5.1209
H -4.0076 -7.5291 4.4536
H -2.9049 -6.3794 5.2484
H -2.9046 -6.5328 3.4759
C 5.2789 -1.5382 -12.7808
C 5.2349 -2.6652 -11.7850
O 5.9087 -3.6792 -11.9182
N 4.4115 -2.5321 -10.7077
C 3.5459 -1.4207 -10.3781
H 5.9756 -1.7850 -13.5819
H 4.2896 -1.3877 -13.2181
H 5.6224 -0.6223 -12.2939
H 4.4336 -3.3264 -10.0825
H 3.8434 -1.0314 -9.4016
H 2.5196 -1.7905 -10.3195
H 3.6007 -0.6234 -11.1166
C -10.2000 2.8113 6.6036
C -10.2476 1.6944 7.6117
O -9.5612 0.6852 7.4991
N -11.0862 1.8317 8.6727
C -11.9679 2.9382 8.9775
H -9.4888 2.5617 5.8158
H -11.1840 2.9481 6.1501
H -9.8728 3.7356 7.0845
H -11.0656 1.0447 9.3073
H -11.6885 3.3409 9.9534
H -12.9908 2.5587 9.0254
H -11.9105 3.7281 8.2313
C 4.5763 -3.5325 2.9968
C 3.9792 -2.3052 2.3624
O 2.8758 -2.3185 1.8294
N 4.7055 -1.1560 2.3939
C 6.0152 -0.9425 2.9715
H 3.8847 -4.3690 2.8946
H 5.5116 -3.7943 2.4975
H 4.7512 -3.3565 4.0605
H 4.2427 -0.3744 1.9500
H 5.9315 -0.1650 3.7339
H 6.6869 -0.5996 2.1815
H 6.4192 -1.8470 3.4214
C 1.0453 -2.0496 -16.2254
C 2.3193 -2.3625 -15.4876
O 3.2633 -1.5827 -15.4583
N 2.4026 -3.5564 -14.8392
C 1.4039 -4.6003 -14.7580
H 1.1257 -1.0674 -16.6914
H 0.8750 -2.7910 -17.0090
H 0.2038 -2.0341 -15.5293
H 3.2858 -3.6982 -14.3664
H 1.1632 -4.7640 -13.7053
H 1.8295 -5.5154 -15.1752
H 0.4959 -4.3445 -15.3004

Its HOMO-LUMO gap is 5.41 eV. The charge is +1. The value obtained for the energy relative to the best compared isomer or geometry (same formula, charge and spin) is 0.0000 eV. As for the HOMO energy: -9.860 eV.

(2)
The following is a quantum chemistry calculation of 4 unconnected molecules or ions with the total composition C50H99BrN3O13PS2, from OMol25.

Geometry (Å):
C -2.3197 -3.2797 -1.7479
C -2.8919 -2.7089 -3.0679
O -3.0969 -1.3221 -3.0605
C -1.8829 -0.5866 -3.1409
C -2.1481 0.9320 -3.1162
C -1.7716 1.5550 -1.7326
C -2.4026 0.6764 -0.6256
C -3.9313 0.4811 -0.7583
C -4.3760 -0.7089 0.0969
O -5.2494 -1.3902 -0.2632
O -3.6902 -0.9433 1.2561
O -0.3735 1.2873 -1.7266
P 0.6754 2.6248 -1.3531
S 0.0700 2.4525 0.8372
C 1.6926 4.1535 -0.7608
C 2.9362 3.8885 0.0890
C 3.4176 5.2493 0.6946
Br 3.4097 5.2211 2.6784
C 1.4230 2.8107 -3.0728
C 0.7275 3.6277 -4.1865
C 0.6532 5.1429 -3.9669
O -0.4347 5.7882 -4.7175
C -0.8611 6.8806 -4.0426
C -0.4019 8.2539 -4.5313
O -1.5778 6.8390 -3.1269
C 1.9475 1.2612 -0.8214
O 3.1608 1.2407 -1.5879
O 3.3753 0.0083 -2.1990
O -0.6911 3.7078 -1.5557
C -1.9582 3.1120 -1.5509
S -2.6182 3.6734 -3.2800
C -3.0969 3.7204 -0.6934
C -3.2176 3.4666 0.8222
C -3.7778 4.7563 1.5045
C -5.3061 4.8962 1.3939
O -5.7931 5.4918 2.6193
C -6.7619 4.6527 3.2373
H -1.5563 -4.0311 -1.9670
H -1.8358 -2.5200 -1.1275
H -3.1248 -3.7123 -1.1537
H -2.2838 -3.0199 -3.9338
H -3.8631 -3.1906 -3.2132
H -1.4073 -0.8459 -4.1045
H -1.1852 -0.9105 -2.3631
H -3.2069 1.0406 -3.3542
H -1.5067 1.3224 -3.9027
H -1.9112 -0.2943 -0.5738
H -2.2265 1.1107 0.3594
H -4.2792 0.2426 -1.7590
H -4.5246 1.3278 -0.3941
H -4.3696 -1.0055 1.9450
H -0.3999 3.6437 1.2593
H 1.0150 4.7796 -0.1719
H 2.0077 4.8045 -1.5920
H 2.8091 3.2173 0.9368
H 3.7848 3.5210 -0.5008
H 4.4266 5.5199 0.3916
H 2.7108 6.0256 0.4138
H 2.4493 3.1851 -3.0291
H 1.5210 1.7928 -3.4841
H 1.3860 3.5185 -5.0657
H -0.1993 3.1742 -4.5350
H 0.5485 5.4556 -2.9283
H 1.5786 5.5861 -4.3624
H -0.7170 8.4513 -5.5583
H 0.6733 8.3785 -4.3768
H -0.8941 9.0020 -3.9113
H 1.4495 0.3095 -1.0175
H 2.1264 1.2480 0.2557
H 2.9002 0.0708 -3.0407
H -3.3889 4.7529 -3.0280
H -3.0610 4.8008 -0.8555
H -4.0355 3.4142 -1.1615
H -3.9632 2.7011 1.0725
H -2.3195 3.2174 1.3774
H -3.2929 5.6527 1.1077
H -3.5409 4.7295 2.5730
H -5.8050 3.9458 1.1807
H -5.5777 5.6157 0.6111
H -6.8530 4.9808 4.2757
H -7.7143 4.7914 2.7080
H -6.4555 3.6004 3.2395
C 1.8939 -1.0257 6.3131
C 1.3257 0.2860 5.7198
C 0.9319 1.2763 6.8264
C -0.4053 0.9819 7.4985
C -1.4974 0.8195 6.4448
C -1.1492 -0.2452 5.4018
N 0.1974 -0.0259 4.7951
O 0.0962 0.9451 3.9450
C -1.2480 -1.6330 6.0735
C -2.2384 -0.2754 4.3267
C 2.5278 0.8947 4.9893
H 1.1548 -1.7927 6.5200
H 2.6056 -1.4843 5.6244
H 2.4214 -0.8325 7.2501
H 0.8749 2.2836 6.4009
H 1.7200 1.3161 7.5821
H -0.3284 0.0917 8.1303
H -0.6656 1.8069 8.1666
H -2.4411 0.5624 6.9336
H -1.6611 1.7843 5.9536
H -0.8774 -2.4160 5.4095
H -2.2884 -1.8656 6.3063
H -0.7183 -1.6971 7.0223
H -2.3802 0.6934 3.8482
H -3.1964 -0.5520 4.7720
H -2.0058 -1.0083 3.5520
H 2.8272 0.2833 4.1368
H 3.3774 0.9563 5.6729
H 2.3302 1.9038 4.6296
C -3.9373 -9.8453 -1.4066
C -3.7006 -8.3883 -0.9421
C -3.7709 -8.2692 0.5881
C -5.1835 -8.2398 1.1610
C -6.0157 -7.1730 0.4556
C -6.0336 -7.3564 -1.0637
N -4.6568 -7.4759 -1.6372
O -4.1348 -6.2924 -1.6674
C -6.8926 -8.5972 -1.3936
C -6.7993 -6.1955 -1.7031
C -2.2448 -8.1229 -1.3389
H -4.9745 -10.1041 -1.5906
H -3.4166 -10.0412 -2.3456
H -3.5596 -10.5550 -0.6675
H -3.2674 -7.3476 0.8983
H -3.2077 -9.0853 1.0464
H -5.6502 -9.2258 1.0774
H -5.1371 -8.0154 2.2294
H -7.0380 -7.1939 0.8411
H -5.6146 -6.1860 0.7082
H -6.8252 -8.8498 -2.4534
H -7.9414 -8.3985 -1.1701
H -6.6334 -9.4760 -0.8061
H -6.3814 -5.2242 -1.4414
H -7.8345 -6.1950 -1.3608
H -6.8079 -6.2846 -2.7914
H -2.1216 -8.1182 -2.4231
H -1.6067 -8.9099 -0.9328
H -1.8735 -7.1753 -0.9504
C 7.1390 0.5087 -0.2477
C 7.5210 0.9779 -1.6714
C 7.3660 -0.1546 -2.6963
C 8.5083 -1.1655 -2.7068
C 9.8499 -0.4481 -2.8325
C 10.0503 0.6082 -1.7428
N 8.9009 1.5600 -1.6585
O 9.0030 2.3938 -2.6447
C 10.2827 -0.1183 -0.3999
C 11.3655 1.3499 -1.9928
C 6.4438 2.0130 -1.9951
H 7.9551 0.0867 0.3307
H 6.7613 1.3429 0.3456
H 6.3527 -0.2473 -0.2871
H 7.2958 0.2786 -3.7000
H 6.4199 -0.6724 -2.5287
H 8.4758 -1.7867 -1.8071
H 8.3818 -1.8473 -3.5517
H 10.6609 -1.1804 -2.7899
H 9.9116 0.0184 -3.8215
H 10.2948 0.5891 0.4312
H 11.2470 -0.6291 -0.4101
H 9.5475 -0.8921 -0.1910
H 11.4045 1.8093 -2.9799
H 12.2051 0.6561 -1.9349
H 11.5242 2.1286 -1.2440
H 6.5257 2.8928 -1.3537
H 5.4568 1.5775 -1.8364
H 6.4804 2.3469 -3.0323

Its HOMO-LUMO gap (alpha / beta) is 6.63 / 6.26 eV. The charge is -1. Its spin multiplicity is 4. As for the HOMO energy (alpha / beta): -4.718 / -4.718 eV.

Among the records above, which one has the highest charge? C50H91Br2ClN13O12

Among the records above, which one has the highest charge? C50H91Br2ClN13O12